One molecule with the formula C11H12N2O. Source: the OMol25 dataset; level of theory: ωB97M-V/def2-TZVPD.

Computed properties:
Energy above the lowest of the compared OMol25 structures with the same formula, charge and spin in kJ/mol: 22.0
Total energy in Eh: -611.1349
HOMO level in eV: -8.31
Strongest force on any atom in eV Å⁻¹: 1.26
Spin multiplicity: 1
SMILES: CC1=CNC(=O)N(C)c2ccccc21

Each line ends with the Löwdin charge.
Geometry (Å):
C 0.63 -2.78 0.74  -0.049
C -0.04 -1.65 0.00  -0.230
C -1.22 -1.84 -0.57  -0.071
N -1.93 -0.81 -1.19  0.103
C -2.24 0.26 -0.36  -0.507
O -3.39 0.65 -0.27  0.072
N -1.23 0.89 0.31  -0.024
C -1.65 2.00 1.15  -0.033
C 0.12 0.83 -0.07  -0.158
C 0.85 1.99 -0.26  -0.017
C 2.20 1.93 -0.56  -0.081
C 2.83 0.70 -0.66  -0.084
C 2.10 -0.46 -0.47  -0.022
C 0.74 -0.42 -0.18  -0.116
H 1.50 -3.15 0.21  0.072
H -0.06 -3.60 0.88  0.075
H 0.96 -2.43 1.72  0.088
H -1.72 -2.80 -0.51  0.126
H -2.76 -1.12 -1.67  0.143
H -1.92 2.88 0.56  0.097
H -2.53 1.69 1.71  0.094
H -0.85 2.25 1.84  0.098
H 0.37 2.95 -0.18  0.110
H 2.77 2.84 -0.71  0.104
H 3.88 0.65 -0.89  0.102
H 2.60 -1.42 -0.56  0.108

One molecule with the formula C5H3NO. Source: the OMol25 dataset; level of theory: ωB97M-V/def2-TZVPD.

Computed properties:
Energy above the lowest of the compared OMol25 structures with the same formula, charge and spin in kJ/mol: 535.5
Total energy in Eh: -322.0878
HOMO level in eV: -9.98
Strongest force on any atom in eV Å⁻¹: 1.06
Spin multiplicity: 1

Each line ends with the Löwdin charge.
Geometry (Å):
O -2.30 -0.15 0.18  0.174
C -1.12 -0.14 0.05  -0.328
C -0.14 -1.15 -0.57  -0.114
C 1.12 -0.45 -0.34  -0.205
C 1.84 0.49 0.06  0.029
C -0.23 1.02 0.53  -0.088
N 0.15 2.05 1.00  0.173
H -0.39 -1.31 -1.62  0.132
H -0.23 -2.12 -0.05  0.131
H 1.31 1.77 0.75  0.096

A 2-piece molecular cluster, CH2BrClFNO2S overall. Source: the OMol25 dataset; level of theory: ωB97M-V/def2-TZVPD.

Computed properties:
Energy above the lowest of the compared OMol25 structures with the same formula, charge and spin in kJ/mol: 241.5
Total energy in Eh: -3776.6842
HOMO level (spin up / spin down) in eV: -10.35 / -10.35
Strongest force on any atom in eV Å⁻¹: 3.79
Spin multiplicity: 1

Each line ends with the Löwdin charge.
Geometry (Å):
C -0.98 0.55 -0.06  -0.892
N 1.32 0.23 0.66  -0.086
O 0.77 -0.89 -1.51  -0.291
O -0.08 -1.89 0.58  -0.251
F -1.50 0.58 1.22  -0.029
S 0.38 -0.76 -0.14  0.449
Cl -2.57 -0.82 -1.35  0.090
Br -0.85 2.13 -1.09  0.805
H 1.91 -0.26 1.36  0.123
H 1.59 1.14 0.33  0.082

C28H37AsN5OS4Y as an isolated structure. Source: the OMol25 dataset; level of theory: ωB97M-V/def2-TZVPD.

Computed properties:
Energy above the lowest of the compared OMol25 structures with the same formula, charge and spin in kJ/mol: 97.6
Total energy in Eh: -5305.2731
HOMO level in eV: -1.46
Strongest force on any atom in eV Å⁻¹: 1.45
Spin multiplicity: 1
Charge: -2

Each line ends with the Löwdin charge.
Geometry (Å):
Y -0.28 0.00 -0.18  0.978
C 2.96 2.32 1.77  -0.203
C 1.57 2.93 1.54  -0.185
C 0.43 2.33 2.38  -0.232
N -0.63 1.69 1.59  -0.027
C -1.84 1.77 2.08  -0.244
C -2.16 2.26 3.39  -0.056
C -3.36 2.76 3.90  -0.139
C -4.59 2.97 3.30  -0.165
C -4.92 2.55 2.00  -0.133
C -4.23 1.74 1.14  -0.038
C -2.92 1.12 1.27  -0.257
N -2.55 0.06 0.66  -0.071
C -3.52 -0.87 0.09  -0.239
C -3.32 -2.22 0.78  -0.173
C -1.96 -2.87 0.53  -0.230
N -0.77 -2.11 0.91  -0.057
C -0.28 -2.24 2.10  -0.247
C -1.00 -2.83 3.21  -0.037
C -0.58 -3.29 4.44  -0.131
C 0.70 -3.49 4.95  -0.164
C 1.86 -3.19 4.24  -0.135
C 2.05 -2.46 3.09  -0.052
C 1.12 -1.70 2.28  -0.239
N 1.47 -0.69 1.54  -0.006
C 2.88 -0.28 1.69  -0.245
C 3.28 1.02 1.01  -0.190
H 3.11 2.16 2.85  0.102
H 3.70 3.07 1.47  0.095
H 1.31 2.86 0.49  0.076
H 1.62 4.00 1.77  0.098
H 0.01 3.12 2.99  0.089
H 0.84 1.59 3.09  0.113
H -1.35 2.23 4.09  0.079
H -3.30 3.07 4.94  0.085
H -5.35 3.49 3.87  0.068
H -5.89 2.87 1.63  0.087
H -4.71 1.51 0.19  0.097
H -3.35 -0.97 -0.98  0.024
H -4.55 -0.54 0.24  0.099
H -4.08 -2.92 0.42  0.109
H -3.50 -2.07 1.85  0.094
H -1.88 -3.03 -0.55  0.049
H -1.93 -3.84 1.02  0.109
H -2.07 -2.88 3.04  0.073
H -1.40 -3.59 5.10  0.089
H 0.79 -3.97 5.91  0.069
H 2.79 -3.57 4.68  0.087
H 3.07 -2.38 2.76  0.074
H 3.51 -1.07 1.28  0.111
H 3.13 -0.22 2.76  0.110
H 2.85 1.06 0.01  0.081
H 4.36 0.97 0.88  0.102
S -2.30 -2.11 -3.17  -0.155
As -0.82 -0.57 -3.19  -0.445
S -1.58 1.22 -2.13  0.031
S 0.95 -1.37 -2.07  0.009
S -0.20 0.01 -5.17  -0.097
O 1.34 1.71 -1.30  -0.179
C 1.59 2.04 -2.46  -0.537
C 1.13 3.36 -3.01  -0.106
C 2.28 4.29 -3.45  -0.190
C 2.84 3.97 -4.84  -0.226
C 3.47 2.58 -4.96  -0.197
C 2.48 1.44 -4.69  -0.268
N 2.24 1.20 -3.27  0.062
H 0.52 3.80 -2.23  0.110
H 0.46 3.15 -3.86  0.117
H 3.08 4.26 -2.70  0.113
H 1.90 5.32 -3.46  0.099
H 3.57 4.72 -5.12  0.095
H 2.02 4.03 -5.56  0.112
H 4.30 2.48 -4.25  0.107
H 3.88 2.46 -5.96  0.100
H 2.86 0.51 -5.09  0.107
H 1.53 1.61 -5.20  -0.008
H 2.22 0.25 -2.93  -0.007

C18H20B3ClO9 as an isolated structure. Source: the OMol25 dataset; level of theory: ωB97M-V/def2-TZVPD.

Computed properties:
Total energy in Eh: -1910.0502
HOMO level in eV: -10.15
Strongest force on any atom in eV Å⁻¹: 1.91
Spin multiplicity: 1

Each line ends with the Löwdin charge.
Geometry (Å):
C 4.82 2.02 -0.66  0.027
C 4.82 2.39 -2.12  -0.501
O 4.79 1.58 -3.03  0.111
O 4.91 3.74 -2.33  -0.018
C 3.75 4.30 -2.97  -0.166
C 3.03 5.29 -2.09  -0.158
C 1.92 4.65 -1.24  -0.166
C 0.56 4.58 -2.02  -0.037
B 0.32 3.08 -2.36  -0.539
O 0.53 2.64 -3.66  0.265
B 0.51 1.26 -3.80  -0.311
O -0.40 0.58 -3.02  0.228
B -0.10 0.89 -1.71  -1.034
Cl 0.20 -0.45 -0.60  0.816
O -0.04 2.19 -1.34  0.266
H 4.38 1.05 -0.49  0.086
H 4.26 2.78 -0.13  0.076
H 5.84 2.09 -0.31  0.095
H 3.07 3.53 -3.32  0.121
H 4.10 4.83 -3.85  0.126
H 2.57 6.01 -2.75  0.110
H 3.71 5.83 -1.43  0.118
H 1.76 5.18 -0.32  0.111
H 2.23 3.64 -0.98  0.094
H 0.61 5.15 -2.93  0.105
H -0.23 4.98 -1.40  0.110
H 1.31 0.75 -4.51  0.129
C -2.13 -1.92 4.79  0.014
C -1.43 -3.00 4.47  -0.007
C -0.43 -2.97 3.38  -0.390
O 0.22 -3.95 3.08  0.092
C -0.23 -1.69 2.66  -0.002
C -0.94 -0.60 2.98  0.018
C -1.94 -0.64 4.07  -0.384
O -2.58 0.35 4.36  0.104
H -2.87 -1.92 5.58  0.125
H -1.55 -3.94 4.98  0.121
H 0.50 -1.68 1.87  0.080
H -0.81 0.34 2.47  0.115
C -5.18 -4.98 1.77  0.022
C -5.46 -5.48 0.57  0.022
C -4.39 -5.78 -0.41  -0.386
O -4.64 -6.24 -1.50  0.111
C -2.99 -5.51 0.00  0.028
C -2.71 -5.01 1.20  0.034
C -3.78 -4.71 2.18  -0.357
O -3.53 -4.25 3.28  0.099
H -5.95 -4.75 2.50  0.122
H -6.48 -5.69 0.25  0.122
H -2.22 -5.74 -0.72  0.124
H -1.69 -4.80 1.52  0.109

A 2-piece molecular cluster, C10H11N5O7 overall. Source: the OMol25 dataset; level of theory: ωB97M-V/def2-TZVPD.

Computed properties:
Total energy in Eh: -1187.7989
HOMO level in eV: -9.19
Strongest force on any atom in eV Å⁻¹: 3.36
Spin multiplicity: 1
SMILES: O=[N+]([O-])c1cc([N+](=O)[O-])c2nonc2c1.CCOC(=O)CN

Each line ends with the Löwdin charge.
Geometry (Å):
O -2.06 2.42 -2.75  0.070
N -1.60 1.31 -2.41  -0.315
O -2.35 0.34 -2.10  0.014
C -0.19 1.09 -2.43  -0.134
C 0.67 2.19 -2.68  0.101
C 2.06 2.04 -2.69  -0.075
N 2.90 3.21 -2.93  -0.319
O 4.14 3.12 -2.91  0.074
O 2.30 4.29 -3.13  0.040
C 2.60 0.71 -2.56  -0.151
N 3.85 0.25 -2.85  0.167
O 3.75 -1.12 -2.74  -0.067
N 2.42 -1.57 -2.38  0.190
C 1.74 -0.40 -2.31  -0.208
C 0.32 -0.22 -2.09  0.028
H 0.24 3.19 -2.81  0.135
H -0.28 -1.10 -2.35  0.145
C -2.80 -1.78 4.98  -0.076
C -1.42 -1.75 4.37  -0.197
O -1.46 -0.92 3.16  -0.001
C -0.51 -1.19 2.25  -0.458
O 0.26 -2.13 2.32  0.101
C -0.49 -0.18 1.10  -0.091
N -0.41 -0.76 -0.24  0.045
H -2.78 -2.26 5.96  0.082
H -3.22 -0.78 5.12  0.080
H -3.49 -2.35 4.35  0.081
H -0.71 -1.30 5.08  0.132
H -1.10 -2.77 4.12  0.121
H -1.36 0.47 1.18  0.130
H 0.43 0.40 1.25  0.138
H -1.35 -0.73 -0.66  0.089
H -0.10 -1.73 -0.19  0.127